Below is a cluster of 5 separate species, C29H68F6N4OP in total at a distorted geometry, with properties calculated with the ωB97M-V functional and the def2-TZVPD basis.

Properties
* 2S+1: 2
* E_tot: -64763.659 eV
* HOMO (spin up / spin down): -5.47 / -14.81 eV
* Kohn-Sham gap (spin up / spin down): 1.932 / 11.169 eV
* M: 633.85 g mol⁻¹
* net charge: +2

The geometry in XYZ format:
```
109
Properties=species:S:1:pos:R:3:mulliken_spin:R:1
P -0.22801 0.22533 -0.13533 -0.456
F -1.65789 0.58080 0.42477 0.006
F 0.06724 1.82363 -0.41890 -0.362
F 0.27518 0.41303 1.39966 -0.067
F 1.26290 -0.10398 -0.66759 -0.023
F -0.43122 -1.33920 0.19940 0.021
F -0.81543 -0.01132 -1.64015 -0.052
C -2.03427 5.65645 -2.13656 0.732
N -2.07554 4.15523 -2.56086 -1.604
C -0.78451 3.54471 -3.14764 0.828
C -2.45983 3.44252 -1.20955 0.389
C -3.34963 3.97523 -3.55631 0.119
C -3.64365 2.54107 -3.97407 0.207
O -3.86883 1.65485 -2.90045 -0.282
H -1.94972 6.22014 -3.06565 0.086
H -1.06528 5.88485 -1.69274 -0.269
H -2.92262 6.06716 -1.65671 0.040
H 0.09231 3.80937 -2.55666 -0.044
H -0.73222 3.96383 -4.15248 -0.082
H -0.99165 2.47848 -3.23898 0.266
H -3.50584 3.54935 -0.92226 -0.007
H -1.89081 3.81154 -0.35624 -0.111
H -2.11638 2.42908 -1.41712 0.344
H -3.04377 4.47581 -4.47500 -0.007
H -4.19134 4.42374 -3.02860 0.044
H -2.83715 2.22753 -4.63690 0.000
H -4.54116 2.60419 -4.58936 -0.004
H -4.77904 1.38444 -3.04187 0.075
C 1.73988 1.08525 5.83437 -0.003
C 0.48924 0.69871 5.00775 -0.060
C 0.00041 -0.75114 5.15239 0.027
N -1.44066 -1.05373 4.69614 -0.148
C -2.46302 -0.25134 5.57586 0.051
C -1.64541 -2.61015 4.67203 0.013
C -2.85077 -2.77725 3.78077 -0.008
C -2.83846 -1.62791 2.77900 0.036
C -1.64448 -0.77892 3.17588 0.205
H 2.66271 0.82417 5.31636 0.001
H 1.65617 0.53542 6.77180 -0.001
H 1.85809 2.13982 6.08338 0.003
H 0.67905 1.04633 3.99225 0.045
H -0.34304 1.31060 5.35560 0.010
H 0.13865 -1.13147 6.16448 0.004
H 0.64556 -1.32957 4.49110 0.001
H -2.10094 -0.35319 6.59891 0.012
H -3.49485 -0.59428 5.49964 0.006
H -2.48271 0.83255 5.46226 -0.028
H -1.78070 -3.05184 5.65930 0.001
H -0.82608 -3.12915 4.17460 0.004
H -3.80069 -2.70520 4.31045 0.005
H -3.00553 -3.73126 3.27678 -0.013
H -3.67967 -0.93652 2.82840 0.003
H -2.75884 -2.05340 1.77864 -0.025
H -1.64510 0.30149 3.03165 -0.004
H -0.76601 -1.17871 2.66935 0.023
C 1.54123 -5.17594 -0.97564 0.014
C 1.01380 -4.40221 -2.12766 -0.049
C -0.48999 -4.82012 -2.40656 0.028
N -0.97666 -4.31354 -3.77888 -0.208
C -0.81295 -2.73476 -3.79119 0.162
C -0.19023 -4.90832 -5.05747 0.011
C -1.05802 -4.76543 -6.29972 0.006
C -2.49514 -4.68553 -5.74209 0.009
C -2.46391 -4.68144 -4.18573 0.046
H 2.61480 -5.35474 -1.03539 -0.001
H 1.02800 -6.13746 -0.98889 0.000
H 1.37942 -4.66955 -0.02406 -0.011
H 1.58733 -4.65414 -3.01968 0.002
H 0.94209 -3.32322 -1.99082 0.041
H -1.13926 -4.42729 -1.62411 0.025
H -0.64761 -5.89138 -2.53172 0.005
H -1.25340 -2.45550 -4.74833 0.024
H 0.20096 -2.34358 -3.70721 -0.031
H -1.47449 -2.39983 -2.99226 0.036
H 0.85962 -4.64923 -5.19454 0.002
H -0.17977 -5.98125 -4.86561 0.010
H -0.80028 -3.89312 -6.90034 -0.002
H -0.87226 -5.64913 -6.91017 0.001
H -3.11093 -3.81811 -5.97975 -0.003
H -3.21944 -5.44452 -6.03779 -0.003
H -3.16780 -4.03486 -3.66173 -0.016
H -2.72902 -5.69483 -3.88430 0.015
C 5.35811 -0.68843 1.39371 0.017
C 4.98632 0.77399 0.83360 -0.009
C 3.74446 1.41176 1.55625 0.074
N 3.25550 2.73023 0.88814 -0.717
C 3.09048 2.56083 -0.63565 0.598
C 4.15254 3.97999 1.15967 0.296
C 3.84964 4.31386 2.66353 0.118
C 2.34895 3.92442 2.85033 -0.069
C 1.98540 3.16345 1.59149 0.325
H 5.82420 -0.82182 2.36996 0.001
H 6.01896 -1.31324 0.79288 -0.002
H 4.47306 -1.32466 1.39199 0.004
H 4.78176 0.71988 -0.23566 0.021
H 5.86021 1.42545 0.83098 -0.031
H 3.90190 1.53820 2.62738 0.046
H 2.82723 0.85368 1.36829 -0.045
H 2.60828 1.63513 -0.94975 0.062
H 4.07591 2.62400 -1.09720 0.034
H 2.46119 3.32717 -1.08822 -0.020
H 3.80887 4.74796 0.46669 -0.241
H 5.14212 3.61714 0.88189 0.049
H 4.02101 5.36228 2.90752 -0.036
H 4.40846 3.78992 3.43898 0.015
H 1.66094 4.72865 3.11102 -0.176
H 2.31329 3.27689 3.72643 0.039
H 1.60940 3.98416 0.98063 0.866
H 1.26084 2.35140 1.65223 -0.280
```

=====

Below is an isolated molecule of C19H24N2O4S2 at a distorted geometry, with properties calculated with the ωB97M-V functional and the def2-TZVPD basis.

Properties
* SMILES: COc1ccccc1N(CC(=O)NCCSCc1ccccc1)S(C)(=O)=O
* E_tot: -52933.208 eV
* HOMO: -8.24 eV
* relative energy (zero: lowest compared OMol25 entry of this formula, charge and spin): 0.420 eV
* Kohn-Sham gap: 8.584 eV
* M: 408.54 g mol⁻¹
* net charge: 0

The geometry in XYZ format:
```
51
Properties=species:S:1:pos:R:3:nbo_charge:R:1
C 5.07580 1.18030 -0.66759 -0.252
H 5.75644 0.76056 0.07961 0.179
O 3.72776 0.96740 -0.31657 -0.517
C 3.25928 -0.31856 -0.25757 0.273
C 4.05703 -1.44347 -0.41851 -0.293
C 3.52058 -2.71247 -0.27399 -0.180
C 2.18523 -2.87361 0.04001 -0.233
C 1.37394 -1.76026 0.17769 -0.179
C 1.88736 -0.48458 0.00851 0.118
N 1.01501 0.61888 0.17183 -0.701
S 0.72816 0.99399 1.76412 2.324
O 0.26589 -0.17951 2.43510 -0.928
O -0.13053 2.15006 1.77743 -0.973
C 2.32201 1.47194 2.47982 -0.872
H 2.11251 1.96672 3.41888 0.256
H 2.82311 2.13988 1.79196 0.246
H 2.89265 0.56702 2.63877 0.249
C 1.05963 1.72624 -0.76649 -0.310
C -0.26578 1.89002 -1.53523 0.669
O -0.33763 1.67595 -2.72838 -0.627
N -1.28148 2.33565 -0.78182 -0.637
H -1.13245 2.45730 0.21397 0.434
C -2.57366 2.65580 -1.34102 -0.239
C -3.64265 1.59597 -1.08741 -0.539
H -4.52822 1.83483 -1.67564 0.230
H -3.28859 0.60318 -1.36255 0.237
S -4.23288 1.53087 0.63589 0.166
C -3.07258 0.33711 1.42138 -0.538
C -3.05238 -0.95323 0.68027 -0.028
C -4.04440 -1.90566 0.88810 -0.196
C -4.04627 -3.08564 0.16799 -0.206
C -3.06146 -3.32641 -0.77667 -0.222
C -2.07471 -2.38142 -0.99674 -0.203
C -2.07166 -1.19946 -0.27480 -0.242
H -1.29666 -0.46548 -0.44436 0.221
H -1.30524 -2.55781 -1.73441 0.215
H -3.06487 -4.24782 -1.34025 0.212
H -4.81912 -3.82008 0.34190 0.212
H -4.81777 -1.71337 1.61766 0.211
H -3.47873 0.21689 2.42494 0.236
H -2.08763 0.79425 1.48400 0.235
H -2.43197 2.75076 -2.42258 0.230
H -2.90726 3.61315 -0.93102 0.202
H 1.83890 1.55431 -1.50868 0.245
H 1.26768 2.65622 -0.22933 0.220
H 0.33297 -1.86651 0.43107 0.247
H 1.76888 -3.85959 0.17151 0.222
H 4.16114 -3.57217 -0.39875 0.218
H 5.10716 -1.34012 -0.64041 0.221
H 5.20100 2.26156 -0.70101 0.204
H 5.30647 0.76042 -1.65063 0.185
```